[1]
Computed, not measured: 9 unconnected molecules or ions with the total composition C38H88N2O11 in a non-equilibrium geometry, with ωB97M-V with the def2-TZVPD basis set.

Kohn-Sham gap   8.3 eV
SMILES   CCNC1=C(N)C(=O)OC1=O.CCOCC.CCOCC.CCOCC.CCOCC.CCOCC.CCOCC.CCOCC.CCOCC
Net charge   0
HOMO   -9.02 eV
Spin multiplicity   1

Each line ends with the Mulliken charge.
Cartesian coordinates (Å):
C (-0.615, 0.294, -6.164)  -0.724
C (-1.231, 1.449, -7.090)  -0.544
N (-2.342, 1.004, -7.998)  -0.374
C (-3.427, 0.415, -7.207)  -0.025
C (-4.114, 1.073, -6.152)  0.213
N (-3.970, 2.413, -5.580)  -0.538
C (-5.145, 0.001, -5.593)  0.588
O (-5.979, 0.235, -4.692)  -0.558
O (-4.912, -1.246, -6.265)  -0.295
C (-3.988, -1.077, -7.355)  0.522
O (-3.645, -1.915, -8.219)  -0.543
H (-0.032, -0.504, -6.767)  0.230
H (0.106, 0.823, -5.426)  0.243
H (-1.371, -0.266, -5.518)  0.268
H (-1.525, 2.383, -6.479)  0.294
H (-0.374, 1.789, -7.792)  0.317
H (-1.980, 0.245, -8.614)  0.365
H (-4.339, 3.084, -6.270)  0.269
H (-4.527, 2.534, -4.722)  0.286
C (3.889, 0.390, -7.544)  -0.935
C (3.886, 1.631, -6.666)  -0.375
O (3.443, 1.383, -5.337)  -0.396
C (4.203, 0.448, -4.581)  0.138
C (5.656, 0.852, -4.402)  -1.177
H (2.888, -0.052, -7.583)  0.178
H (4.202, 0.643, -8.560)  0.394
H (4.569, -0.375, -7.166)  0.279
H (3.196, 2.362, -7.094)  0.354
H (4.871, 2.107, -6.654)  0.313
H (4.122, -0.550, -5.024)  0.245
H (3.730, 0.387, -3.596)  -0.062
H (6.182, 0.923, -5.357)  0.361
H (6.181, 0.120, -3.784)  0.382
H (5.724, 1.831, -3.918)  0.296
C (2.772, 1.082, 1.437)  -0.807
C (2.359, 1.324, -0.005)  -0.238
O (3.066, 0.521, -0.941)  -0.437
C (2.929, -0.886, -0.793)  -0.428
C (1.494, -1.368, -0.916)  -0.792
H (3.845, 1.261, 1.562)  0.153
H (2.223, 1.750, 2.107)  0.307
H (2.573, 0.057, 1.752)  0.348
H (2.575, 2.365, -0.261)  0.276
H (1.280, 1.192, -0.132)  0.127
H (3.376, -1.212, 0.153)  0.352
H (3.526, -1.344, -1.588)  0.394
H (0.853, -0.946, -0.140)  0.072
H (1.450, -2.457, -0.832)  0.425
H (1.074, -1.075, -1.882)  0.228
C (-2.317, -1.230, 3.031)  -0.820
C (-2.732, -0.987, 1.590)  -0.261
O (-2.029, -1.794, 0.654)  -0.361
C (-2.169, -3.202, 0.804)  -0.179
C (-3.604, -3.685, 0.683)  -1.062
H (-1.242, -1.056, 3.153)  0.126
H (-2.861, -0.559, 3.702)  0.446
H (-2.519, -2.255, 3.346)  0.185
H (-2.513, 0.052, 1.331)  0.171
H (-3.812, -1.115, 1.464)  0.306
H (-1.722, -3.528, 1.749)  0.109
H (-1.574, -3.661, 0.008)  0.363
H (-4.245, -3.263, 1.460)  0.287
H (-3.648, -4.773, 0.767)  0.425
H (-4.025, -3.392, -0.283)  0.267
C (-0.303, 3.952, 4.653)  -1.039
C (0.111, 2.601, 5.212)  -0.235
O (1.466, 2.265, 4.943)  -0.334
C (2.452, 3.149, 5.461)  -0.165
C (2.414, 3.281, 6.974)  -1.231
H (-0.143, 3.983, 3.570)  0.208
H (-1.360, 4.142, 4.858)  0.428
H (0.274, 4.769, 5.091)  0.274
H (-0.500, 1.825, 4.745)  0.216
H (-0.086, 2.543, 6.288)  0.332
H (2.373, 4.129, 4.978)  0.325
H (3.423, 2.740, 5.167)  0.237
H (1.466, 3.693, 7.325)  0.285
H (3.215, 3.940, 7.318)  0.396
H (2.539, 2.302, 7.445)  0.307
C (8.888, 3.400, 3.403)  -1.104
C (7.508, 3.408, 4.040)  -0.256
O (6.736, 4.554, 3.706)  -0.424
C (6.461, 4.749, 2.325)  -0.549
C (5.690, 3.603, 1.692)  -0.721
H (9.447, 4.296, 3.692)  0.284
H (9.449, 2.517, 3.722)  0.394
H (8.835, 3.386, 2.313)  0.263
H (7.622, 3.416, 5.126)  0.388
H (6.956, 2.495, 3.794)  0.238
H (7.389, 4.948, 1.780)  0.327
H (5.861, 5.661, 2.253)  0.348
H (6.248, 2.665, 1.730)  0.289
H (5.474, 3.823, 0.644)  0.452
H (4.745, 3.443, 2.218)  0.087
C (-1.211, 3.134, -0.123)  -0.730
C (-1.919, 4.386, 0.368)  -0.586
O (-1.037, 5.364, 0.902)  -0.429
C (-0.047, 5.872, 0.016)  -0.050
C (-0.625, 6.549, -1.215)  -1.091
H (-0.633, 2.680, 0.688)  0.060
H (-1.938, 2.404, -0.489)  0.459
H (-0.517, 3.350, -0.937)  0.324
H (-2.603, 4.110, 1.175)  0.351
H (-2.536, 4.824, -0.423)  0.329
H (0.653, 5.078, -0.262)  0.064
H (0.531, 6.607, 0.584)  0.361
H (-1.209, 5.857, -1.825)  0.255
H (0.176, 6.952, -1.838)  0.415
H (-1.289, 7.368, -0.924)  0.282
C (1.109, -5.092, 4.822)  -1.172
C (-0.093, -4.171, 4.950)  -0.154
O (-1.313, -4.768, 4.527)  -0.345
C (-1.720, -5.937, 5.227)  -0.399
C (-1.932, -5.711, 6.714)  -1.044
H (1.223, -5.429, 3.787)  0.304
H (2.021, -4.572, 5.126)  0.392
H (1.009, -5.983, 5.445)  0.275
H (0.064, -3.298, 4.312)  0.206
H (-0.192, -3.792, 5.972)  0.326
H (-1.008, -6.750, 5.049)  0.322
H (-2.666, -6.254, 4.779)  0.325
H (-1.014, -5.398, 7.215)  0.262
H (-2.279, -6.630, 7.192)  0.394
H (-2.677, -4.927, 6.878)  0.289
C (-8.467, -4.746, -0.911)  -1.120
C (-6.996, -4.875, -1.269)  -0.238
O (-6.271, -5.728, -0.393)  -0.316
C (-6.709, -7.078, -0.319)  -0.339
C (-6.654, -7.807, -1.650)  -1.058
H (-8.580, -4.374, 0.113)  0.303
H (-8.966, -4.053, -1.593)  0.388
H (-8.987, -5.704, -0.969)  0.262
H (-6.530, -3.889, -1.201)  0.283
H (-6.871, -5.203, -2.306)  0.283
H (-7.713, -7.125, 0.116)  0.303
H (-6.044, -7.583, 0.388)  0.316
H (-7.307, -7.349, -2.395)  0.265
H (-6.965, -8.847, -1.527)  0.390
H (-5.637, -7.791, -2.053)  0.289

***

[2]
Computed, not measured: a molecular structure, C38H90F2N9O16S2V in a non-equilibrium geometry, with ωB97M-V with the def2-TZVPD basis set.

Kohn-Sham gap (spin up / spin down)   4.8 / 6.0 eV
Net charge   0
HOMO (spin up / spin down)   -7.28 / -7.32 eV
<S²>   2.0548
Spin multiplicity   3

Each line ends with the Löwdin spin population.
Cartesian coordinates (Å):
V (-1.441, 2.145, 2.440)  1.987
C (-3.410, -1.328, 3.674)  -0.041
C (-2.657, -0.102, 3.481)  0.016
C (-1.315, 0.070, 4.313)  -0.025
O (-0.657, 1.008, 3.898)  -0.008
C (-0.836, -0.980, 5.344)  0.031
C (-1.739, -1.993, 5.590)  0.007
C (-2.924, -2.224, 4.620)  -0.002
O (-3.692, -3.216, 4.625)  -0.047
O (-1.392, -2.750, 6.536)  0.044
O (-2.927, 0.790, 2.723)  0.001
H (-4.235, -1.442, 2.986)  -0.002
H (0.077, -0.817, 5.897)  0.002
N (-0.539, 1.162, 0.916)  0.000
S (-1.429, 0.482, -0.464)  0.005
O (-2.857, 0.660, -0.359)  0.003
O (-1.032, -0.718, -1.178)  0.003
F (-0.904, 1.689, -1.422)  0.001
S (0.714, 0.136, 0.766)  0.002
O (1.576, 0.155, -0.399)  -0.002
O (0.433, -1.137, 1.413)  0.000
F (1.652, 1.001, 1.778)  0.001
C (-4.559, 4.613, 1.707)  0.000
C (-3.773, 3.537, 0.821)  0.003
C (-4.072, 3.568, -0.764)  0.000
O (-2.833, 3.337, -1.471)  0.000
C (-2.958, 3.355, -2.868)  0.000
N (-2.366, 3.568, 1.132)  0.007
H (-5.603, 4.566, 1.398)  0.000
H (-4.117, 5.605, 1.614)  0.000
H (-4.513, 4.374, 2.770)  0.000
H (-4.029, 2.503, 1.054)  0.000
H (-4.415, 4.553, -1.082)  0.000
H (-4.813, 2.795, -0.966)  0.000
H (-1.957, 3.584, -3.234)  0.000
H (-3.581, 4.170, -3.236)  0.000
H (-3.370, 2.431, -3.273)  0.000
H (-2.194, 3.392, 0.153)  0.002
H (-2.167, 4.557, 1.076)  0.001
C (-4.970, -2.544, -1.313)  0.000
C (-6.459, -2.442, -1.528)  0.000
C (-7.068, -3.539, -2.496)  0.000
O (-8.307, -3.158, -3.054)  0.000
C (-8.793, -4.160, -4.003)  0.000
N (-7.091, -2.448, -0.183)  0.000
H (-4.760, -3.376, -0.641)  0.000
H (-4.652, -1.685, -0.722)  0.000
H (-4.371, -2.730, -2.205)  0.000
H (-6.566, -1.453, -1.973)  0.000
H (-7.269, -4.448, -1.929)  0.000
H (-6.260, -3.869, -3.148)  0.000
H (-9.656, -3.754, -4.532)  0.000
H (-9.149, -5.102, -3.585)  0.000
H (-8.042, -4.523, -4.705)  0.000
H (-6.535, -1.729, 0.256)  0.000
H (-8.001, -2.020, -0.272)  0.000
C (-1.046, -1.337, -9.161)  0.000
C (-0.659, -0.587, -7.825)  0.000
C (-0.394, -1.449, -6.574)  0.000
O (-0.146, -0.609, -5.426)  0.000
C (0.029, -1.299, -4.200)  0.000
N (0.432, 0.311, -8.063)  0.000
H (-0.148, -1.718, -9.649)  0.000
H (-1.710, -0.716, -9.761)  0.000
H (-1.744, -2.159, -9.004)  0.000
H (-1.568, -0.075, -7.510)  0.000
H (0.396, -2.188, -6.704)  0.000
H (-1.262, -2.075, -6.364)  0.000
H (0.827, -2.040, -4.152)  0.000
H (-0.891, -1.777, -3.864)  0.000
H (0.363, -0.425, -3.640)  0.000
H (1.332, -0.141, -7.985)  0.000
H (0.650, 0.877, -7.256)  0.000
C (3.479, 2.289, 6.423)  0.000
C (3.320, 2.562, 4.950)  0.000
C (4.403, 2.097, 3.921)  0.000
O (5.676, 2.708, 4.205)  0.000
C (6.810, 2.129, 3.583)  0.000
N (2.022, 2.108, 4.554)  0.000
H (2.631, 2.772, 6.910)  0.000
H (4.374, 2.753, 6.836)  0.000
H (3.462, 1.204, 6.528)  0.000
H (3.323, 3.641, 4.791)  0.000
H (4.009, 2.264, 2.919)  0.000
H (4.401, 1.012, 4.022)  0.000
H (7.679, 2.720, 3.871)  0.000
H (6.798, 2.045, 2.496)  0.000
H (6.988, 1.135, 3.995)  0.000
H (1.367, 2.473, 5.231)  0.000
H (1.996, 1.111, 4.711)  0.000
C (0.786, 3.919, 0.193)  0.000
C (0.681, 4.578, 1.671)  0.000
C (0.080, 6.046, 1.563)  0.000
O (-1.138, 5.966, 0.894)  0.000
C (-2.056, 7.071, 1.092)  0.000
N (0.094, 3.670, 2.698)  0.003
H (1.364, 4.622, -0.408)  0.000
H (-0.203, 3.796, -0.249)  0.000
H (1.367, 3.000, 0.268)  0.000
H (1.743, 4.705, 1.878)  0.000
H (0.868, 6.639, 1.097)  0.000
H (0.077, 6.420, 2.586)  0.000
H (-1.630, 8.075, 1.104)  0.000
H (-2.501, 6.954, 2.080)  0.000
H (-2.876, 7.082, 0.374)  0.000
H (-0.017, 4.334, 3.451)  0.001
H (0.898, 3.254, 3.146)  0.003
C (2.376, -2.613, 3.719)  0.000
C (3.673, -3.400, 3.377)  0.000
C (3.896, -3.613, 1.865)  0.000
O (3.698, -2.463, 1.081)  0.000
C (3.391, -2.618, -0.269)  0.000
N (4.821, -2.866, 4.079)  0.000
H (2.432, -1.606, 3.304)  0.000
H (2.243, -2.465, 4.791)  0.000
H (1.682, -3.235, 3.155)  0.000
H (3.517, -4.402, 3.776)  0.000
H (3.201, -4.387, 1.539)  0.000
H (4.896, -4.027, 1.737)  0.000
H (2.508, -3.253, -0.332)  0.000
H (4.161, -3.112, -0.862)  0.000
H (3.097, -1.659, -0.696)  0.000
H (4.795, -1.860, 4.166)  0.000
H (5.631, -3.067, 3.511)  0.000
C (7.596, 1.827, -0.768)  0.000
C (6.866, 1.022, -1.781)  0.000
C (5.779, 1.814, -2.606)  0.000
O (4.804, 2.389, -1.755)  0.000
C (3.885, 1.460, -1.147)  0.000
N (7.799, 0.270, -2.550)  0.000
H (6.913, 2.578, -0.372)  0.000
H (8.462, 2.444, -1.005)  0.000
H (7.773, 1.106, 0.030)  0.000
H (6.373, 0.309, -1.120)  0.000
H (5.363, 1.149, -3.363)  0.000
H (6.153, 2.682, -3.148)  0.000
H (4.254, 0.510, -0.760)  0.000
H (3.104, 1.270, -1.884)  0.000
H (3.263, 1.974, -0.415)  0.000
H (8.216, -0.276, -1.809)  0.000
H (8.532, 0.925, -2.785)  0.000
C (-0.387, -5.379, -2.885)  0.000
C (-0.727, -5.834, -1.419)  0.000
C (-1.167, -4.640, -0.471)  0.000
O (-1.859, -5.121, 0.714)  0.000
C (-1.957, -3.960, 1.554)  0.000
N (-1.676, -6.860, -1.413)  0.000
H (0.285, -6.166, -3.226)  0.000
H (0.200, -4.463, -2.948)  0.000
H (-1.293, -5.437, -3.489)  0.000
H (0.193, -6.255, -1.014)  0.000
H (-1.936, -4.044, -0.963)  0.000
H (-0.291, -4.038, -0.228)  0.000
H (-1.253, -4.027, 2.384)  0.000
H (-2.938, -3.886, 2.022)  0.000
H (-1.687, -3.017, 1.078)  0.000
H (-2.207, -7.013, -0.567)  0.000
H (-2.382, -6.534, -2.057)  0.000